1.
DFT (the ωB97M-V functional and the def2-TZVPD basis) results for a 4-piece molecular cluster, C28H60ClF2IN2O12P3 overall.

The geometry in XYZ format:
```
109
Properties=species:S:1:pos:R:3
C 3.03 -1.84 -5.75
O 0.74 0.47 5.95
H -8.88 -0.10 -1.06
H -10.32 -5.09 -2.37
C 7.78 2.96 0.15
C 8.79 0.76 1.04
H -8.10 1.31 -0.32
O 1.52 0.33 -4.15
H -7.10 -3.62 -5.11
C 2.90 -1.52 5.40
H -4.78 -3.64 -5.91
H -8.56 -5.22 -2.18
H -2.18 2.00 -4.40
C -1.55 -2.68 7.77
H -1.39 -2.40 6.72
H -7.68 -0.33 0.21
H 0.48 2.39 -2.81
N 4.54 3.55 -1.81
H 1.42 1.98 1.28
O 1.23 -1.51 7.15
H 8.54 3.46 0.87
H -4.85 -2.29 -4.76
P 0.69 0.41 -5.65
H 6.47 1.82 -2.01
C 1.27 2.68 -3.50
C 2.18 1.54 2.04
C -1.75 1.46 -5.25
N 3.78 2.60 0.26
H -4.16 -3.81 -4.25
H 2.93 1.78 -4.56
P -7.55 -1.99 -2.94
C 5.69 1.31 -1.31
C -2.81 0.59 -5.89
H 7.22 -0.15 -0.63
C -9.38 -3.33 -1.54
H -3.55 1.20 -6.41
C -6.31 -3.87 -4.39
C 1.01 2.08 8.54
H 0.78 3.01 -4.43
O -8.10 -2.69 -1.48
H 1.91 2.55 8.95
H 0.74 2.61 7.63
H 8.31 2.86 -0.86
H 3.07 -1.80 4.35
H -1.85 -1.74 9.67
H 0.12 1.53 10.43
C 6.49 0.59 -0.12
C 7.38 1.55 0.80
H 3.74 -2.48 -6.27
H 5.84 -0.06 0.57
O -6.49 -1.11 -2.02
H 3.87 0.59 0.95
H 9.29 1.09 2.03
H 1.99 0.45 2.30
H 3.00 -0.44 5.49
H 5.11 0.57 -1.99
O 0.00 0.57 -7.02
H 1.57 -3.11 5.94
H 2.12 2.25 2.96
H 2.98 -2.14 -4.70
H 1.68 -1.54 -7.42
C -4.95 -3.37 -4.86
O 0.67 -1.24 -5.63
H 9.49 0.85 0.13
H -10.12 -2.60 -1.89
O -7.16 -1.37 -4.29
O -0.28 -0.83 8.75
H -7.13 0.77 -2.61
H 3.70 -1.96 6.00
C -1.57 -1.45 8.66
H 0.76 -1.78 5.14
C -7.94 0.29 -0.66
H -3.32 -0.01 -5.13
C 3.56 4.54 -1.35
H -2.51 -3.21 7.82
C 2.21 1.52 -3.77
H 6.93 1.66 1.87
C 4.66 2.44 -0.87
C -0.11 2.15 9.56
H 3.40 -0.82 -5.78
H 1.34 -2.98 -6.45
H -0.75 -3.36 8.05
H 6.88 3.68 0.13
Cl 1.93 4.73 1.05
H -5.94 0.71 -1.31
C 1.55 -2.02 5.86
F 4.55 2.02 2.44
C 3.13 3.88 -0.01
C -9.37 -4.55 -2.45
H -0.26 3.18 9.89
H -1.04 1.78 9.14
H -1.37 2.21 -5.95
H -6.28 -4.96 -4.32
C 1.65 -1.93 -6.39
O 1.35 0.73 8.23
C -6.84 0.23 -1.70
C 3.65 1.63 1.39
P 0.30 -0.14 7.29
H 1.81 3.54 -3.09
H -9.23 -4.26 -3.49
H -2.30 -0.72 8.30
H 2.78 1.29 -2.87
H -9.65 -3.62 -0.53
O -0.68 0.66 -4.74
O -6.61 -3.36 -3.10
I 2.85 6.39 -2.22
H 8.55 -0.37 1.16
F 5.20 3.71 -2.98
H -2.39 -0.12 -6.60
```

Results
Kohn-Sham gap ... 7.3 eV
Total charge ... +1
E_HOMO ... -11.1928 eV



2.
DFT (the ωB97M-V functional and the def2-TZVPD basis) results for a 13-piece molecular cluster, C28H61Br24INP overall.

The geometry in XYZ format:
```
116
Properties=species:S:1:pos:R:3
C -0.65 0.65 1.30
H 5.51 6.02 3.40
H -3.74 -9.12 -6.62
Br 8.17 7.01 1.74
P 0.25 4.47 1.54
C 1.52 2.10 1.04
Br 3.23 -7.58 -5.11
C 3.07 -1.04 4.26
C 2.66 10.54 5.35
Br 1.99 -1.66 -2.87
H 2.82 -6.66 -7.37
H -4.68 0.70 -3.18
H -5.19 2.32 -3.73
Br -1.74 -8.02 -5.65
C 8.59 9.45 3.17
H 4.61 -0.73 5.72
H 6.21 8.39 9.16
Br -1.49 -0.61 -2.35
C 0.58 -2.53 -1.86
H -0.74 4.88 0.65
Br 2.75 0.70 6.51
H 10.10 8.53 1.97
Br -8.91 -7.50 -4.05
H -2.86 -10.02 -3.82
H 0.01 3.66 2.65
H -1.49 -3.05 -2.04
C -6.69 -7.49 0.10
C -3.39 -10.17 -4.76
H 6.64 9.40 10.56
C -0.76 -2.40 -2.53
H -3.90 -2.71 -3.62
C 6.34 9.41 9.52
H 7.29 11.24 8.87
Br 1.23 -1.66 4.15
H -10.69 -8.37 -5.54
H -0.72 -2.62 -3.59
H 4.51 9.52 4.86
H 4.45 8.10 2.76
H -4.70 -7.35 -0.73
H -1.56 2.08 2.68
Br 2.22 -10.44 -7.20
Br -8.49 -9.25 -7.28
H 3.02 11.57 5.33
H 8.35 9.82 8.90
C -5.42 -8.10 -0.41
H 3.67 -1.79 3.75
H -1.17 1.21 0.52
C 1.82 -8.56 -7.42
Br -2.46 -11.61 -5.68
H 3.12 7.00 3.18
Br 4.05 4.30 2.40
H 1.85 2.39 2.05
H 0.59 -2.08 -0.87
H -0.01 2.84 -0.13
H -8.34 -10.25 -5.00
H 8.57 8.80 4.04
C -3.46 -8.92 -5.59
H 0.87 -3.57 -1.78
C -5.19 1.26 -3.97
C -9.19 -9.92 -5.59
Br 6.80 10.18 2.98
C -4.70 -3.21 -3.08
H -4.39 -10.55 -4.56
Br -7.32 -6.06 -1.05
H -0.27 1.10 3.40
C 0.86 0.71 1.07
Br -4.25 -0.87 -5.62
Br -3.86 -4.19 -1.63
C -10.01 -8.88 -4.87
H 1.34 0.15 1.88
H 1.13 0.17 0.16
H -0.95 -0.38 1.14
C 3.53 -0.88 5.68
C 3.80 9.61 5.68
Br 3.19 7.81 6.08
C 7.35 10.17 8.70
H 5.60 6.08 1.62
H -6.07 -4.86 -3.42
H 1.84 10.45 6.05
H -3.60 1.50 -5.38
C -5.46 -4.14 -3.97
H -9.81 -10.78 -5.85
Br 7.07 9.91 6.79
H -5.21 1.35 -6.13
H 0.95 -8.35 -6.82
Br -7.06 0.71 -3.91
C -1.11 1.08 2.70
Br 1.93 10.20 3.58
H 3.25 -1.72 6.30
C 4.93 6.03 2.48
Br -5.73 -9.25 -1.95
C -4.58 1.02 -5.32
C 3.95 7.17 2.50
H -7.50 -8.21 0.18
I -0.57 6.44 3.05
H -1.87 0.40 3.07
H 8.81 9.30 1.03
H -4.16 -8.21 -5.15
Br 3.15 7.48 0.75
H 4.32 9.95 6.57
H 3.12 -0.10 3.71
Br 4.58 10.24 9.47
H 2.44 1.99 0.46
H -6.52 -7.03 1.07
Br -4.19 -5.15 -5.04
H 3.93 -8.05 -7.45
C 2.99 -7.68 -7.04
H -4.97 -8.74 0.34
H 1.48 5.10 1.52
H -10.56 -9.34 -4.06
H 1.58 -8.43 -8.47
H -6.09 -3.59 -4.67
H 9.23 10.31 3.38
N 0.73 3.18 0.46
H -5.34 -2.47 -2.62
C 9.04 8.74 1.93
```

Results
Kohn-Sham gap ... 8.3 eV
E_HOMO ... -8.0857 eV



Quick rundown of F_max, same order as above: 9.69, 1.54 eV/A
Quick rundown of electronic energy, same order as above: -4096.3800, -63573.6129 a.u.